# 1
Entry from OMol25: 2 unconnected molecules or ions with the total composition C5H13N2 (wB97M-V/def2-TZVPD).

Geometry as XYZ:
```
20
C5H13N2, DFT wB97M-V/def2-TZVPD
C -2.77 -1.80 0.35
C -1.51 -1.98 0.69
C 0.87 2.17 -1.11
C 1.35 -0.02 0.36
C 0.36 0.85 -0.55
N -0.73 0.30 -0.95
N 2.26 0.70 1.18
H -3.20 -2.10 -0.62
H -3.43 -1.14 0.83
H -0.98 -2.75 0.24
H 0.49 2.30 -2.14
H 0.38 2.93 -0.51
H 1.93 2.12 -1.15
H 0.90 -0.82 0.87
H 1.87 -0.65 -0.45
H -1.13 -0.54 -0.35
H -1.39 0.86 -1.55
H -0.98 -1.56 1.52
H 2.96 1.25 0.81
H 2.10 0.46 2.11
```

For the highest occupied orbital energy, the calculation gives -0.4896 Ha. The calculation puts the total energy at -307.4997 hartree. As for the net charge: +1. The relative energy (zero: lowest compared OMol25 entry of this formula, charge and spin) is 76.5 kcal/mol.


# 2
Entry from OMol25: C4H4N2O in the gas phase (wB97M-V/def2-TZVPD).

Geometry as XYZ:
```
11
C4H4N2O, DFT wB97M-V/def2-TZVPD
O -2.12 -1.60 -0.10
C -1.84 -0.42 0.00
C -0.46 0.15 -0.01
C 0.24 1.36 -0.13
N 1.59 1.13 -0.12
C 1.72 -0.18 0.03
N 0.52 -0.78 0.11
H -2.48 0.45 0.19
H -0.08 2.39 -0.25
H 2.64 -0.74 0.07
H 0.27 -1.75 0.21
```

For the highest occupied orbital energy, the calculation gives -0.3464 Ha. The calculation puts the total energy at -339.5629 hartree. As for the net charge: 0. The relative energy (zero: lowest compared OMol25 entry of this formula, charge and spin) is 11.8 kcal/mol. As for the SMILES: O=Cc1cnc[nH]1.


# 3
Entry from OMol25: 3 unconnected molecules or ions with the total composition C24H26N2O9S (wB97M-V/def2-TZVPD).

Geometry as XYZ:
```
62
C24H26N2O9S, DFT wB97M-V/def2-TZVPD
C 1.18 -1.24 5.54
C 2.15 -1.09 4.18
O 1.72 -0.29 3.20
O 3.41 -1.84 4.21
C 3.59 -2.72 3.05
C 2.20 -3.39 2.47
O 1.43 -4.16 3.44
S 0.34 -5.08 2.49
O 1.11 -6.43 2.24
O -1.05 -5.55 3.36
C -1.54 -4.50 4.26
C -2.37 -3.28 3.51
C -4.03 -3.16 3.71
C -4.88 -1.91 3.00
C -4.14 -0.75 2.07
C -2.51 -0.87 1.87
C -1.60 0.22 1.00
C -1.68 -2.11 2.58
H 0.39 -2.09 5.44
H 0.73 -0.21 5.88
H 1.92 -1.57 6.42
H 4.36 -3.56 3.38
H 4.12 -2.14 2.17
H 2.54 -4.16 1.62
H 1.56 -2.57 1.88
H -2.32 -5.00 5.01
H -0.72 -4.01 4.94
H -4.62 -3.93 4.39
H -6.05 -1.83 3.18
H -4.70 0.16 1.58
H -1.14 0.99 1.77
H -0.67 -0.34 0.51
H -2.23 0.83 0.24
H -0.52 -2.17 2.43
C -1.13 1.75 -5.86
C -1.13 0.59 -5.09
C -1.79 0.56 -3.86
C -2.47 1.70 -3.42
C -2.47 2.88 -4.19
C -1.79 2.89 -5.41
N -3.19 1.67 -2.14
O -3.15 0.62 -1.48
O -3.80 2.70 -1.80
H -0.61 1.76 -6.82
H -0.61 -0.30 -5.45
H -1.78 -0.36 -3.27
H -2.98 3.77 -3.85
H -1.79 3.80 -6.02
C 4.01 3.76 -1.82
C 4.63 4.37 -2.91
C 3.93 4.53 -4.11
C 2.61 4.08 -4.21
C 1.99 3.45 -3.11
C 2.70 3.29 -1.92
N 1.86 4.27 -5.45
O 2.45 4.80 -6.40
O 0.68 3.88 -5.49
H 4.56 3.64 -0.89
H 5.65 4.72 -2.83
H 4.43 5.01 -4.95
H 0.97 3.09 -3.17
H 2.23 2.82 -1.07
```

For the highest occupied orbital energy, the calculation gives -0.3064 Ha. The calculation puts the total energy at -2114.3053 hartree. As for the net charge: 0. The relative energy (zero: lowest compared OMol25 entry of this formula, charge and spin) is 482.3 kcal/mol.